[1]
{"formula": "C4H7N3O", "method": "the ωB97M-V functional and the def2-TZVPD basis", "smiles": "C=Cn1nccn1.O", "e_above_lowest_kcal_mol": 66.8, "total_charge": 0, "orbital_gap_ev": 9.61, "spin_multiplicity": 1, "species": ["C", "C", "C", "C", "N", "N", "N", "O", "H", "H", "H", "H", "H", "H", "H"], "positions_angstrom": [[-1.58183, 0.76683, -1.11129], [-1.52643, -0.67264, -1.05736], [0.84980, -0.90179, 2.29153], [0.28920, 0.19571, 1.75580], [-0.86644, 1.21008, -0.06997], [-0.73912, -1.06932, -0.06495], [-0.37584, 0.12893, 0.50195], [1.88758, 0.50637, -1.55527], [-2.16035, 1.46943, -1.61131], [-1.99214, -1.33482, -1.89382], [1.14916, -1.01881, 3.36567], [0.85214, -1.68867, 1.61194], [1.19202, 0.31528, -2.17599], [0.47928, 1.22154, 2.05523], [2.54298, 0.87188, -2.04216]], "forces_ev_per_angstrom": [[1.324, -1.899, 2.550], [-0.612, 0.190, -2.477], [-0.768, 1.860, 1.181], [1.316, -0.354, 0.107], [-0.200, -0.470, -0.373], [-0.352, 1.818, -0.111], [-0.232, -1.113, -0.259], [-2.771, -1.690, 2.558], [-0.818, 0.724, -1.237], [1.028, 0.892, 2.162], [0.128, 0.466, -1.509], [-0.117, -1.937, -0.413], [-0.496, -0.144, -0.245], [-0.727, -0.158, 0.370], [3.297, 1.817, -2.303]], "lowdin_charge": [-0.1284, -0.1529, 0.0336, -0.1238, 0.0866, 0.1085, -0.2204, -0.0072, 0.0694, 0.1278, 0.0792, 0.0206, 0.0244, 0.1083, -0.0260]}


[2]
{"formula": "C2N2S4", "method": "the ωB97M-V functional and the def2-TZVPD basis", "total_charge": 0, "orbital_gap_ev": 6.38, "spin_multiplicity": 1, "species": ["C", "C", "N", "N", "S", "S", "S", "S"], "positions_angstrom": [[0.51236, -1.75000, 1.14091], [0.10204, 1.97482, -0.67606], [-0.12452, -1.08552, 0.31431], [-0.57062, -0.94053, -0.78456], [-1.75701, -0.13701, -1.19293], [1.40605, -2.17959, 2.49595], [0.41339, 1.69027, -2.15127], [0.01831, 2.42756, 0.85365]], "forces_ev_per_angstrom": [[0.703, 1.643, 1.118], [0.665, 1.561, 2.619], [4.046, -2.908, 8.629], [0.769, -2.307, -5.463], [-3.946, 2.003, -1.010], [-2.201, 0.662, -3.176], [0.122, 0.131, -0.778], [-0.158, -0.784, -1.938]], "lowdin_charge": [-0.5668, -1.4506, -0.1191, -0.5996, 0.7226, 0.5995, 0.7315, 0.6825]}


[3]
{"formula": "C4H12OS2", "method": "the ωB97M-V functional and the def2-TZVPD basis", "smiles": "CCCSSC.O", "e_above_lowest_kcal_mol": 40.6, "total_charge": 0, "orbital_gap_ev": 9.62, "spin_multiplicity": 1, "species": ["C", "C", "C", "S", "S", "C", "H", "H", "H", "H", "H", "H", "H", "H", "H", "H", "H", "H", "O"], "positions_angstrom": [[-0.37127, -0.09940, -1.10810], [-1.20039, 0.02454, -2.39057], [-1.14623, 0.55628, 0.08780], [-0.73612, 2.35984, 0.33286], [0.81518, 2.25525, 1.64059], [-0.05690, 2.28912, 3.31329], [0.58968, 0.35946, -1.07467], [-0.37229, -1.12992, -0.78580], [-2.11536, -0.44113, -2.44813], [-0.73970, -0.47331, -3.30780], [-1.45958, 1.13005, -2.62075], [-0.55690, -0.00509, 0.93984], [-2.16639, 0.34177, 0.25245], [-0.92640, 3.23022, 3.35635], [0.61466, 2.76232, 3.98264], [-0.64805, 1.40058, 3.67372], [3.41825, -4.87331, -0.51862], [3.94717, -4.85689, -1.91667], [3.11062, -4.83035, -1.40841]], "forces_ev_per_angstrom": [[-3.590, 0.226, 0.452], [2.508, 2.201, -2.184], [4.154, -0.883, 1.766], [-0.448, -0.792, -0.191], [-0.962, -0.030, 1.414], [-3.536, 2.650, -0.988], [0.793, 0.025, -0.535], [0.657, -0.535, -0.343], [-2.306, -1.278, 1.055], [0.115, 1.085, 1.036], [0.791, -1.627, 0.161], [-1.478, 1.513, -0.905], [-1.239, -0.077, -0.388], [2.244, -2.678, -0.759], [1.047, -0.449, 0.949], [1.254, 0.645, -0.542], [0.161, -0.043, 1.168], [-0.795, 0.036, 0.220], [0.630, 0.010, -1.387]], "lowdin_charge": [-0.3084, -0.1280, -0.5363, 0.4290, 0.3792, -0.4670, 0.0801, 0.0937, 0.0232, 0.0877, 0.0999, 0.0836, 0.0467, 0.1059, -0.0272, 0.0381, 0.0095, 0.0489, -0.0585]}


[4]
{"formula": "C5H10O2", "method": "the ωB97M-V functional and the def2-TZVPD basis", "smiles": "CC[C@@H](O)CC=O", "e_above_lowest_kcal_mol": 27.4, "total_charge": 0, "orbital_gap_ev": 10.92, "spin_multiplicity": 1, "species": ["C", "C", "C", "O", "C", "C", "O", "H", "H", "H", "H", "H", "H", "H", "H", "H", "H"], "positions_angstrom": [[1.60347, -0.16948, -1.85485], [0.21289, 0.07700, -1.28428], [0.13317, -0.14321, 0.22259], [0.98801, 0.78703, 0.85502], [-1.30861, 0.07489, 0.70045], [-1.50221, -0.13736, 2.17727], [-0.61697, -0.01087, 2.99756], [1.64625, 0.09155, -2.91775], [2.33813, 0.43490, -1.31654], [1.88728, -1.22380, -1.75613], [-0.09055, 1.11513, -1.47199], [-0.52534, -0.56308, -1.78679], [0.47431, -1.16260, 0.47430], [0.87362, 0.62786, 1.80660], [-2.04041, -0.51974, 0.14089], [-1.54818, 1.13028, 0.50184], [-2.52485, -0.40850, 2.51179]], "forces_ev_per_angstrom": [[0.075, -0.017, 0.008], [-0.043, 0.032, -0.013], [-0.219, -0.124, -0.210], [0.068, 0.017, 0.210], [0.033, 0.012, -0.009], [0.268, 0.056, 0.227], [-0.365, -0.155, -0.299], [-0.001, -0.040, 0.176], [-0.048, -0.086, -0.109], [-0.022, 0.148, 0.003], [0.049, -0.101, 0.001], [0.116, 0.059, 0.139], [-0.211, 0.067, -0.105], [0.118, 0.168, -0.140], [0.155, -0.013, 0.087], [-0.076, -0.087, 0.050], [0.105, 0.064, -0.016]], "lowdin_charge": [-0.1013, -0.2223, -0.4208, -0.0314, -0.1143, -0.2243, 0.0445, 0.0713, 0.0731, 0.0754, 0.1192, 0.1148, 0.1550, 0.0758, 0.1222, 0.1400, 0.1233]}